A gas-phase ion, C4H10N4S (charge +2). Source: OMol25; level of theory: ωB97M-V/def2-TZVPD.

Output
- SMILES string = NC1=C[C@H]([NH3+])N(S)C=[NH+]1
- calculated total energy (a.u.) = -774.92775
- energy above the lowest of the compared OMol25 structures with the same formula, charge and spin (eV) = 0.737
- frontier orbital gap (eV) = 8.6
- E_HOMO (eV) = -16.66

The geometry in ORCA input format:
```
! wB97M-V def2-TZVPD RIJCOSX def2/J DEFGRID3
* xyz 2 1
C -0.80546 0.57000 0.52802
C 0.55608 -1.69134 -0.27011
C -1.55023 -0.53370 0.02323
C 0.68829 0.81002 0.39173
N 1.26515 -0.56130 -0.00226
N -0.75745 -1.67903 -0.29658
N -2.88792 -0.58982 -0.06515
N 1.02438 1.92903 -0.47654
S 2.96769 -0.66077 -0.01371
H -1.27355 1.49468 0.73961
H 0.99898 -2.65662 -0.48191
H 1.25539 0.93590 1.43587
H -1.35740 -2.59273 -0.42693
H -3.37068 0.18546 0.24672
H -3.35905 -1.43521 -0.09462
H 1.82075 1.54116 -1.13291
H 1.45102 2.78516 -0.16927
H 0.28155 2.37836 -1.08577
H 3.05247 -0.22927 1.15057
*
```

2 unconnected molecules or ions with the total composition C4H10N6O. Source: OMol25; level of theory: ωB97M-V/def2-TZVPD.

Output
- <S²> = 2.009
- calculated total energy (a.u.) = -561.30753
- frontier orbital gap (spin up / spin down) (eV) = 7.2 / 6.7
- E_HOMO (spin up / spin down) (eV) = -14.15 / -17.70

The geometry in ORCA input format:
```
! wB97M-V def2-TZVPD RIJCOSX def2/J DEFGRID3
* xyz 2 3
C 3.16092 -0.11555 0.47133
C -1.82875 -0.22234 0.16881
C -1.65919 -2.06995 -1.41762
C 0.14839 0.94998 -0.53299
N -1.37656 -1.28181 -0.45996
N -0.99711 0.86396 0.25912
N 3.39372 -0.15968 -0.78843
N 2.90511 -0.09573 1.58359
N -2.95286 -0.26793 0.85617
N 1.15377 1.60369 -0.27122
O -1.30037 1.79152 1.27134
H -2.57100 -1.78702 -2.05015
H -1.07775 -2.89144 -1.48682
H 3.68170 -1.18674 -1.16887
H 0.06853 0.23426 -1.38277
H 2.61431 -0.37117 2.49930
H -3.48481 -1.06609 1.22744
H -3.08275 0.54864 1.35764
H 3.77209 0.63167 -1.30287
H 0.92882 2.28706 0.47545
H -1.49622 2.60466 0.69149
*
```

A gas-phase ion, C4H10NO (charge -1). Source: OMol25; level of theory: ωB97M-V/def2-TZVPD.

Output
- SMILES string = CC(C)NC[O-]
- calculated total energy (a.u.) = -288.31298
- energy above the lowest of the compared OMol25 structures with the same formula, charge and spin (eV) = 2.140
- frontier orbital gap (eV) = 6.4
- E_HOMO (eV) = -2.26

The geometry in ORCA input format:
```
! wB97M-V def2-TZVPD RIJCOSX def2/J DEFGRID3
* xyz -1 1
C 1.44533 -0.46516 -1.23707
C 1.01671 0.40092 -0.10555
C 0.40629 1.63762 -0.68469
N 0.18669 -0.37555 0.95964
C -1.14094 -0.96286 0.43752
O -2.10431 -0.25787 0.92244
H 1.30379 -1.62540 -0.78246
H 0.60207 -0.65716 -1.95988
H 2.37651 -0.41905 -1.66036
H 2.02803 0.60653 0.60069
H -0.45211 1.23019 -1.42833
H -0.05502 2.35554 0.00671
H 1.17642 2.18671 -1.20796
H 0.02430 0.25967 1.77240
H -0.92695 -0.94373 -0.67474
H -0.91368 -1.96468 0.77572
*
```

2 unconnected molecules or ions with the total composition C4H10NO. Source: OMol25; level of theory: ωB97M-V/def2-TZVPD.

Output
- calculated total energy (a.u.) = -288.17824
- energy above the lowest of the compared OMol25 structures with the same formula, charge and spin (eV) = 5.807
- frontier orbital gap (eV) = 5.8
- E_HOMO (eV) = -2.19

The geometry in ORCA input format:
```
! wB97M-V def2-TZVPD RIJCOSX def2/J DEFGRID3
* xyz -1 1
C 0.92521 -0.90264 1.08479
N 2.27283 -0.53508 1.05711
C -2.53701 0.06822 0.26147
O -3.84855 0.29882 0.10161
C 1.39174 0.62582 0.12777
C 1.23917 0.24508 -1.36778
H 0.70157 -1.66986 0.30213
H 0.23790 -0.98702 1.91792
H -1.88769 0.93502 0.66364
H -1.94724 0.07122 -0.70248
H -2.31290 -0.89729 0.93327
H 2.04601 1.37976 0.38678
H 0.39000 1.05889 0.49737
H 2.12924 -0.38509 -1.83059
H 0.25072 -0.39485 -1.43396
H 0.94901 1.08899 -1.99902
*
```

A gas-phase ion, C4H10NO (charge -1). Source: OMol25; level of theory: ωB97M-V/def2-TZVPD.

Output
- SMILES string = CN[C@@H](C)C[O-]
- calculated total energy (a.u.) = -288.35763
- energy above the lowest of the compared OMol25 structures with the same formula, charge and spin (eV) = 0.926
- frontier orbital gap (eV) = 6.3
- E_HOMO (eV) = -2.38

The geometry in ORCA input format:
```
! wB97M-V def2-TZVPD RIJCOSX def2/J DEFGRID3
* xyz -1 1
C 1.72487 -0.68095 0.61955
N 0.94042 -0.53235 -0.58066
C -1.01098 -0.14971 1.01626
C -0.54251 -0.27826 -0.43398
C -0.93758 1.04480 -1.23236
O -2.16574 1.08388 -1.71159
H 1.33120 -1.54770 1.17546
H 1.77219 0.15899 1.31621
H 2.70489 -1.08626 0.40588
H 1.27707 0.24737 -1.14232
H -0.56173 -0.89085 1.67278
H -0.74858 0.86573 1.36027
H -2.09436 -0.06569 0.99697
H -0.99077 -1.14318 -0.93611
H -0.59337 1.85100 -0.50613
H -0.10502 1.12319 -2.02025
*
```

A gas-phase ion, C4H10NO (charge -1). Source: OMol25; level of theory: ωB97M-V/def2-TZVPD.

Output
- SMILES string = C[C@H](N)CC[O-]
- calculated total energy (a.u.) = -288.35687
- energy above the lowest of the compared OMol25 structures with the same formula, charge and spin (eV) = 0.946
- frontier orbital gap (eV) = 6.3
- E_HOMO (eV) = -2.06

The geometry in ORCA input format:
```
! wB97M-V def2-TZVPD RIJCOSX def2/J DEFGRID3
* xyz -1 1
C -1.42868 0.60961 0.09984
C 0.10444 0.64991 -0.17936
C 0.66167 -0.77575 -0.24904
C 0.92200 -1.46494 1.13097
O 0.48608 -0.64557 2.15591
N 0.45364 1.40106 -1.45660
H -1.64063 -0.25005 0.71940
H -1.83098 1.58354 0.36971
H -1.83779 0.33257 -0.90253
H 0.41243 1.23494 0.68487
H -0.16797 -1.32986 -0.72510
H 1.53093 -0.77408 -0.89821
H 0.37565 -2.43729 1.09851
H 1.97524 -1.78001 1.28348
H -0.40494 1.27788 -1.99174
H 0.38891 2.36804 -1.14011
*
```

no.,largest force on an atom (Eh/bohr)
1,0.110
2,0.080
3,0.141
4,0.103
5,0.029
6,0.053